(1)
{"formula": "C32H70O23P2", "method": "the ωB97M-V functional and the def2-TZVPD basis", "elements": ["C", "C", "O", "P", "O", "O", "C", "C", "O", "C", "C", "H", "H", "H", "H", "H", "H", "H", "H", "H", "H", "H", "H", "H", "H", "H", "C", "C", "O", "P", "O", "O", "C", "C", "O", "C", "C", "H", "H", "H", "H", "H", "H", "H", "H", "H", "H", "H", "H", "H", "H", "H", "C", "C", "O", "C", "O", "O", "C", "H", "H", "H", "H", "H", "H", "H", "H", "C", "C", "O", "C", "O", "O", "C", "H", "H", "H", "H", "H", "H", "H", "H", "C", "C", "O", "C", "O", "O", "C", "H", "H", "H", "H", "H", "H", "H", "H", "C", "C", "O", "C", "O", "O", "C", "H", "H", "H", "H", "H", "H", "H", "H", "C", "C", "O", "C", "O", "O", "C", "H", "H", "H", "H", "H", "H", "H", "H"], "coordinates": [[4.68, -1.21, 1.21], [5.19, 0.09, 0.64], [5.43, 1.04, 1.66], [6.71, 0.84, 2.65], [7.41, -0.44, 2.53], [5.96, 1.15, 4.03], [4.89, 2.06, 4.22], [5.50, 3.49, 4.23], [7.58, 2.12, 2.28], [8.96, 2.27, 2.60], [9.28, 3.58, 1.87], [3.80, -0.98, 1.81], [4.40, -1.99, 0.50], [5.41, -1.70, 1.86], [6.01, -0.03, -0.07], [4.36, 0.49, 0.03], [4.13, 1.99, 3.44], [4.29, 1.91, 5.11], [4.77, 4.24, 4.57], [6.28, 3.52, 4.98], [5.76, 3.87, 3.24], [9.06, 2.48, 3.67], [9.71, 1.57, 2.23], [9.37, 3.40, 0.80], [8.50, 4.35, 1.92], [10.17, 4.09, 2.25], [-2.74, 0.92, 5.02], [-1.28, 0.93, 5.44], [-0.69, -0.17, 4.73], [0.87, -0.53, 4.71], [1.36, -1.14, 5.93], [0.98, -1.43, 3.38], [0.41, -2.72, 3.20], [-1.06, -2.66, 2.90], [1.58, 0.86, 4.24], [1.09, 1.50, 3.06], [1.62, 2.91, 2.86], [-3.42, 1.43, 5.70], [-2.85, 1.28, 3.99], [-3.16, -0.08, 4.90], [-0.86, 1.86, 5.06], [-1.20, 0.88, 6.52], [1.00, -3.27, 2.47], [0.49, -3.35, 4.09], [-1.74, -2.50, 3.74], [-1.25, -1.93, 2.11], [-1.32, -3.62, 2.45], [1.48, 0.93, 2.21], [0.02, 1.41, 2.87], [0.89, 3.50, 2.31], [1.76, 3.41, 3.83], [2.53, 3.04, 2.28], [1.97, -2.64, -0.50], [0.49, -2.32, -0.46], [0.01, -1.74, -1.66], [0.09, -0.41, -1.81], [0.92, 0.30, -1.34], [-0.79, 0.01, -2.75], [-1.91, -0.75, -3.21], [2.55, -1.73, -0.67], [2.29, -3.29, -1.32], [2.42, -2.92, 0.46], [0.30, -1.64, 0.36], [-0.09, -3.24, -0.34], [-1.58, -1.78, -3.31], [-2.19, -0.29, -4.15], [-2.77, -0.72, -2.54], [-2.65, 7.38, 2.34], [-2.75, 6.06, 1.56], [-1.65, 5.72, 0.72], [-1.79, 4.59, 0.00], [-2.54, 3.67, 0.12], [-0.88, 4.70, -0.97], [-0.49, 3.51, -1.70], [-1.58, 7.62, 2.31], [-2.93, 7.21, 3.37], [-3.20, 8.17, 1.84], [-3.65, 6.07, 0.94], [-2.88, 5.26, 2.29], [-0.20, 2.73, -0.99], [0.36, 3.69, -2.34], [-1.41, 3.23, -2.20], [-5.11, -0.23, 1.91], [-4.23, -0.26, 0.68], [-4.68, -1.33, -0.15], [-3.78, -2.23, -0.51], [-2.63, -2.27, -0.18], [-4.43, -3.13, -1.27], [-3.73, -4.15, -1.99], [-4.90, 0.69, 2.44], [-4.82, -1.06, 2.57], [-6.16, -0.36, 1.66], [-3.17, -0.31, 0.92], [-4.36, 0.68, 0.15], [-2.79, -4.34, -1.46], [-3.75, -3.83, -3.03], [-4.33, -5.05, -1.91], [-4.41, 1.11, -7.84], [-4.34, -0.04, -6.89], [-3.84, 0.44, -5.62], [-4.64, 0.84, -4.64], [-5.74, 0.43, -4.38], [-3.97, 1.65, -3.77], [-4.56, 2.19, -2.57], [-3.48, 1.09, -8.41], [-4.64, 2.11, -7.48], [-5.22, 0.98, -8.57], [-3.61, -0.80, -7.16], [-5.24, -0.65, -6.80], [-4.70, 3.26, -2.71], [-3.77, 2.00, -1.85], [-5.50, 1.67, -2.39], [-0.91, -8.72, -4.70], [-1.07, -7.33, -4.12], [-0.33, -6.31, -4.77], [-0.24, -5.12, -4.20], [-0.45, -4.86, -3.05], [0.21, -4.28, -5.15], [0.72, -3.00, -4.85], [-1.27, -8.66, -5.73], [-1.52, -9.44, -4.17], [0.13, -9.02, -4.66], [-0.66, -7.37, -3.10], [-2.14, -7.16, -3.97], [1.77, -3.15, -4.61], [0.11, -2.42, -4.15], [0.60, -2.40, -5.76]], "e_tot_ev": -99993.26575, "molar_mass_g_mol": 884.837, "homo_ha": -0.38049}

***

(2)
{"formula": "C32H71BrGeHfN6OSSi3", "method": "the ωB97M-V functional and the def2-TZVPD basis", "elements": ["Hf", "N", "C", "C", "C", "N", "H", "H", "H", "H", "H", "H", "H", "H", "H", "H", "C", "C", "C", "C", "C", "N", "H", "H", "H", "H", "H", "H", "H", "H", "H", "Br", "C", "C", "C", "C", "C", "C", "H", "H", "H", "H", "C", "N", "C", "C", "C", "O", "H", "H", "H", "H", "H", "H", "H", "H", "H", "C", "N", "C", "C", "S", "N", "C", "C", "H", "H", "H", "H", "H", "H", "H", "H", "H", "H", "H", "H", "C", "Si", "C", "C", "Ge", "Si", "C", "C", "C", "Si", "C", "C", "C", "H", "H", "H", "H", "H", "H", "H", "H", "H", "H", "H", "H", "H", "H", "H", "H", "H", "H", "H", "H", "H", "H", "H", "H", "H", "H", "H"], "coordinates": [[-0.20, -0.16, 0.11], [-2.22, 0.97, 0.66], [-3.38, 0.55, 1.51], [-2.94, 0.13, 2.90], [-2.30, -1.25, 2.90], [-0.96, -1.22, 2.27], [-1.85, 1.82, 1.09], [-2.57, 1.29, -0.24], [-3.88, -0.28, 1.01], [-4.09, 1.38, 1.55], [-3.81, 0.13, 3.56], [-2.25, 0.87, 3.32], [-2.94, -1.94, 2.34], [-2.22, -1.64, 3.92], [-0.58, -2.16, 2.25], [-0.33, -0.72, 2.90], [-0.37, 5.28, -1.44], [0.55, 4.63, -0.40], [2.03, 4.83, -0.76], [0.26, 5.18, 1.01], [0.26, 3.19, -0.37], [0.05, 2.06, -0.30], [-0.16, 6.35, -1.46], [-1.42, 5.14, -1.19], [-0.19, 4.88, -2.44], [2.23, 5.90, -0.75], [2.26, 4.44, -1.75], [2.69, 4.36, -0.02], [0.51, 6.24, 1.02], [0.87, 4.68, 1.77], [-0.79, 5.08, 1.27], [3.68, 1.25, 5.72], [2.67, 0.91, 4.16], [2.86, -0.27, 3.45], [2.13, -0.50, 2.30], [1.19, 0.41, 1.79], [1.02, 1.58, 2.56], [1.74, 1.83, 3.72], [3.58, -1.00, 3.80], [2.32, -1.43, 1.77], [0.31, 2.34, 2.26], [1.58, 2.75, 4.28], [0.52, -4.56, 0.03], [-0.92, -4.38, -0.11], [-1.73, -5.60, -0.07], [-1.48, -3.20, -0.22], [-2.97, -3.09, -0.28], [-0.77, -2.13, -0.26], [0.89, -5.11, -0.83], [0.71, -5.14, 0.93], [1.02, -3.60, 0.09], [-1.06, -6.45, -0.21], [-2.46, -5.61, -0.87], [-2.23, -5.71, 0.89], [-3.42, -3.52, 0.62], [-3.37, -3.63, -1.13], [-3.25, -2.04, -0.37], [4.12, -3.08, -1.58], [4.49, -1.70, -1.28], [5.79, -1.33, -1.87], [3.67, -0.80, -0.74], [1.96, -1.14, -0.97], [4.19, 0.24, -0.09], [5.44, 0.13, 0.67], [3.56, 1.53, 0.05], [4.98, -3.72, -1.35], [3.88, -3.19, -2.64], [3.28, -3.39, -0.98], [5.81, -1.71, -2.89], [6.62, -1.76, -1.32], [5.89, -0.25, -1.90], [5.74, -0.91, 0.77], [5.25, 0.54, 1.66], [6.25, 0.71, 0.21], [2.67, 1.58, -0.58], [4.27, 2.29, -0.28], [3.29, 1.72, 1.09], [-3.58, 0.22, -4.80], [-3.15, 0.45, -2.99], [-4.53, -0.32, -1.97], [-3.03, 2.30, -2.58], [-0.85, -0.40, -2.68], [0.76, 0.79, -4.16], [-0.20, 1.33, -5.67], [2.22, -0.33, -4.57], [1.39, 2.33, -3.30], [-0.90, -2.45, -4.06], [0.61, -3.46, -3.56], [-0.88, -2.11, -5.91], [-2.46, -3.45, -3.69], [-4.49, 0.79, -4.99], [-3.78, -0.82, -5.05], [-2.81, 0.59, -5.47], [-5.45, 0.19, -2.27], [-4.44, -0.18, -0.90], [-4.67, -1.38, -2.17], [-3.89, 2.64, -2.01], [-3.02, 2.88, -3.50], [-2.12, 2.58, -2.04], [-0.74, 0.53, -6.19], [0.54, 1.73, -6.37], [-0.90, 2.13, -5.44], [1.96, -1.16, -5.23], [2.67, -0.73, -3.67], [2.96, 0.28, -5.09], [0.57, 2.99, -3.04], [2.05, 2.87, -3.99], [1.97, 2.09, -2.41], [1.47, -3.21, -4.17], [0.40, -4.53, -3.71], [0.89, -3.31, -2.52], [-0.01, -1.56, -6.26], [-1.78, -1.60, -6.25], [-0.86, -3.09, -6.40], [-2.29, -4.15, -2.87], [-2.70, -4.06, -4.57], [-3.34, -2.85, -3.47]], "charge": 3, "spin_multiplicity": 2, "e_tot_ev": -207639.90394, "molar_mass_g_mol": 1003.290, "homo_ha": [-0.55638, -0.56244]}

***

Ordered energy relative to the best compared isomer or geometry (same formula, charge and spin) results: 88.8 0.0; unit kJ/mol.